Below is an isolated molecule of C8H11B, with properties calculated with ωB97M-V with the def2-TZVPD basis set.

Orbital gap, eV: 9.2
DFT total energy, hartree: -336.2580
LUMO level, eV: 0.46
HOMO level, Ha: -0.3216
ΔE to the lowest compared entry with this formula, charge and spin, kJ/mol: 0.0
Net charge: 0
Strongest force on any atom, eV/Å: 0.533
SMILES: BCc1ccc(C)cc1

```
20
C8H11B | the OMol25 dataset | ωB97M-V with the def2-TZVPD basis set
C -0.46840 1.19779 0.50669
C 2.67685 0.90402 -1.61520
H -1.13483 1.94127 0.91260
C 0.09843 -1.13256 0.27393
B -2.84711 -1.30130 0.60300
H -3.40286 -0.71036 -0.26924
C 0.62463 1.53383 -0.28061
H -0.07714 -2.17304 0.50229
H -2.96655 -2.48853 0.64028
C -0.72984 -0.13475 0.80494
H 1.81937 -1.56112 -0.92769
C 1.18451 -0.78968 -0.51903
H 2.71830 0.32747 -2.53329
C -1.93033 -0.55135 1.62818
H 2.65614 1.95128 -1.89536
H 0.82816 2.57578 -0.47714
C 1.46293 0.54494 -0.79570
H -2.44558 0.33199 2.00115
H -1.63325 -1.17162 2.46694
H 3.56659 0.70594 -1.02677
```

Below is a structure of composition C11H8F3N3O4S2SbScSe4, with properties calculated with ωB97M-V with the def2-TZVPD basis set.

Orbital gap, eV: 5.5
DFT total energy, hartree: -12592.2656
LUMO level, eV: 3.92
HOMO level, Ha: -0.0584
ΔE to the lowest compared entry with this formula, charge and spin, kJ/mol: 0.0
Net charge: -2
Strongest force on any atom, eV/Å: 0.621

```
37
C11H8F3N3O4S2SbScSe4 | the OMol25 dataset | ωB97M-V with the def2-TZVPD basis set
N -1.72003 2.10599 -0.30227
H -3.91332 -4.13805 2.84526
S -2.70200 0.60717 -2.14859
H -1.62439 -1.43102 3.35858
O 3.04896 0.85411 -2.55444
H -2.96227 -4.46215 0.63613
C -3.69835 1.83690 -1.46711
Se 1.84611 3.53435 -0.67496
H -1.65281 -3.37838 -1.17899
N -3.09583 -3.63701 3.15578
F 5.97216 -0.08015 -2.98496
C -2.37874 -3.57054 0.83783
C -2.99820 2.53470 -0.54226
H -0.33404 -0.37310 1.56843
Se 4.24437 4.27371 2.54857
Se 1.95345 0.95429 2.16064
Sb 2.06458 3.51838 1.86599
Se 0.13377 4.49192 2.90843
H -3.31673 -3.01420 3.91725
O -0.45811 -1.64046 -2.43594
C -1.41495 1.10061 -1.05232
H -3.36858 3.37350 0.02951
Sc 1.99301 0.99016 -0.36294
C -1.62820 -1.87457 2.36931
F 5.23849 1.78272 -3.80496
C -1.64517 -2.97633 -0.17506
S 0.01049 -1.05328 -1.20668
C -0.89590 -1.27814 1.36101
O 4.17777 0.74056 -0.64995
F 6.32841 1.78160 -1.94188
O 1.45256 -1.18658 -0.92253
C 4.09634 0.88904 -1.89258
C -0.89851 -1.83800 0.08902
N -0.18251 0.49221 -1.02310
C 5.42364 1.11673 -2.65969
H -4.71702 1.97495 -1.79022
C -2.37846 -3.02162 2.11967
```

Below is a cluster of 8 separate species, H16O8 in total, with properties calculated with ωB97M-V with the def2-TZVPD basis set.

Orbital gap, eV: 10.4
DFT total energy, hartree: -611.4176
LUMO level, eV: -0.19
HOMO level, Ha: -0.3882
ΔE to the lowest compared entry with this formula, charge and spin, kJ/mol: 433.2
Net charge: 0
Strongest force on any atom, eV/Å: 5.339
SMILES: O.O.O.O.O.O.O.O

```
24
H16O8 | the OMol25 dataset | ωB97M-V with the def2-TZVPD basis set
H -3.95262 1.11456 -1.95461
O -4.66350 0.73373 -2.37535
H 5.74874 3.14396 1.26840
H 1.58000 -1.33731 -0.67535
H 3.20995 -2.01307 -1.13147
H -1.99789 -0.01398 -0.39793
H 4.40040 -1.92441 -2.07660
O -1.71138 0.67480 0.23384
O 4.99342 3.32008 0.64280
O 0.31808 0.40213 -1.25886
H -4.87355 0.05440 -1.70271
H -0.01529 -1.74942 2.42875
H 0.79543 0.66982 -0.36576
O 1.39338 -2.20621 -0.24145
H -0.34097 1.10547 -1.28783
H -1.51409 -1.25655 2.34966
H 4.30192 2.81770 1.08919
O 4.14914 -1.79429 -1.17858
O -0.93114 -2.03880 2.55974
H -4.13470 0.57662 1.03142
H -0.96819 0.18993 0.55132
O -3.58738 1.04381 1.54579
H 1.56645 -2.91315 -0.85103
H -3.49045 0.45344 2.30108
```

Below is a structure of composition C4H7NO2, with properties calculated with ωB97M-V with the def2-TZVPD basis set.

Orbital gap (spin up / spin down), eV: 9.2 / 9.2
DFT total energy, hartree: -361.7525
LUMO level (spin up / spin down), eV: -0.36 / -0.36
HOMO level (spin up / spin down), Ha: -0.3519 / -0.3519
ΔE to the lowest compared entry with this formula, charge and spin, kJ/mol: 337.1
Net charge: 0
Strongest force on any atom, eV/Å: 4.449

```
14
C4H7NO2 | the OMol25 dataset | ωB97M-V with the def2-TZVPD basis set
H 0.86670 2.17468 -0.39732
H -0.51217 -1.58673 -1.34428
O 1.39725 -0.11585 -0.69052
H -0.71660 2.05965 -1.18527
H -0.60287 2.13394 0.59798
C -0.13526 1.75340 -0.30610
C 0.07783 0.25943 -0.22326
C 0.24655 -0.37790 1.11515
H 0.31198 -2.10521 2.11736
H -0.58697 -2.23930 0.65589
N 0.07743 -1.72919 1.21386
O 0.74624 0.29733 1.99359
C -0.33069 -0.51584 -1.35404
H -0.83942 -0.00842 -2.19305
```

Below is an isolated molecule of C4H5NO3, with properties calculated with ωB97M-V with the def2-TZVPD basis set.

Orbital gap, eV: 8.1
DFT total energy, hartree: -435.7732
LUMO level, eV: 0.53
HOMO level, Ha: -0.2790
ΔE to the lowest compared entry with this formula, charge and spin, kJ/mol: 386.6
Net charge: 0
Strongest force on any atom, eV/Å: 3.971
SMILES: Oc1ccn(O)c1O

```
13
C4H5NO3 | the OMol25 dataset | ωB97M-V with the def2-TZVPD basis set
O -2.29617 0.39951 0.17392
H 1.91132 0.89381 0.80313
C -1.10162 -0.15103 0.03929
O 2.21096 0.14767 0.21866
C 0.01453 0.61733 -0.14531
N 1.05733 -0.29835 -0.34189
C 0.62060 -1.65047 0.00839
H -2.93583 -0.27106 -0.12716
H -0.49057 2.53014 0.05086
O 0.24659 1.95020 -0.11019
H -1.46738 -2.34428 -0.09285
H 1.46177 -2.26934 0.16395
C -0.72880 -1.55415 -0.01300
```

Below is a structure of composition C4H36B5CrO4, with properties calculated with ωB97M-V with the def2-TZVPD basis set.

Orbital gap (spin up / spin down), eV: 5.8 / 6.0
DFT total energy, hartree: -1643.2306
LUMO level (spin up / spin down), eV: 4.12 / 4.25
HOMO level (spin up / spin down), Ha: -0.0636 / -0.0640
Net charge: -2
Strongest force on any atom, eV/Å: 2.498
Multiplicity: 4

```
50
C4H36B5CrO4 | the OMol25 dataset | ωB97M-V with the def2-TZVPD basis set
B 0.54964 0.42024 -3.08386
C -1.39460 -2.48965 -1.10551
H 0.18615 -0.99088 6.34705
Cr -2.02449 0.73541 -1.57501
H -2.57152 2.61442 -1.12664
H 3.41832 -2.25728 0.10952
H -0.57552 0.76632 -2.81875
H 1.00294 4.32170 2.25937
H 3.33039 -2.42145 -1.21093
C 0.71359 -0.64266 4.44483
H 1.76915 -1.44418 1.69895
C 2.22808 -2.43543 1.61445
H -1.76925 -0.27998 0.07851
O 3.53358 -2.25798 1.10133
H 2.28871 -2.83594 2.63405
H 2.34866 -0.82676 -1.51837
H -1.72991 -2.22959 -0.10948
B -0.83426 0.35904 0.19647
H -1.49439 3.99184 -1.78994
O 1.01120 2.90925 0.75790
H -1.92275 -3.41778 -1.37374
H -0.35139 -2.81222 -1.14664
C 1.26225 3.27376 2.09159
H -3.50680 -0.26857 -1.14237
H -0.23885 -0.21851 4.11842
H -4.14909 1.29625 -1.70939
H -3.41886 1.16798 0.07158
H 1.71254 -3.13885 0.95443
H 0.71760 2.62899 2.78859
H -0.30796 0.12390 1.21179
H 2.71300 -2.02680 -3.02404
H 2.32107 3.14315 2.34679
H 0.50593 2.08375 0.72709
B -1.73268 2.85421 -1.86127
H -1.12858 1.46545 0.20386
H 1.57297 -0.23330 3.92605
H -1.58501 -1.91147 -2.88265
H -0.79665 2.27726 -1.57286
H -2.13222 2.54196 -2.93495
O -1.66701 -1.45034 -2.04308
B 3.10377 -1.57531 -2.00573
H 0.78487 0.84149 -4.16701
H 4.04689 -0.90914 -2.27519
B -4.07772 0.64167 -0.73896
H -0.10088 0.20807 -0.69222
H -5.09616 0.32742 -0.26534
H 0.63175 -1.68847 4.12873
H 0.71469 -0.73212 -3.09431
O 0.86237 -0.52570 5.85485
H 1.27641 1.02679 -2.39799
```